Record 1
Computed, not measured: 13 unconnected molecules or ions with the total composition C28H44Cl36I2OSi, with ωB97M-V/def2-TZVPD.

Structure (XYZ):
```
112
Properties=species:S:1:pos:R:3:lowdin_charge:R:1
I 0.072 -1.219 -2.141 0.55
I -5.467 -0.511 -4.541 0.83
Cl -3.126 -6.724 -6.648 0.53
Cl 10.411 -0.201 3.454 0.52
Cl 8.459 5.735 6.985 0.53
Cl 4.001 6.147 1.570 0.54
Cl -1.965 7.981 -8.078 0.52
Cl -2.552 -6.396 -2.490 0.54
Cl -5.068 3.397 -8.180 0.51
Cl -5.076 -1.809 0.199 0.57
Cl -4.630 -8.666 -10.004 0.52
Cl 4.472 2.772 -2.470 0.57
Cl 4.558 5.919 4.410 0.52
Cl -3.625 -5.299 6.022 0.55
Cl 9.747 1.926 8.125 0.52
Cl 11.312 -1.405 5.938 0.52
Cl -5.887 0.969 0.450 0.53
Cl 12.844 0.745 4.727 0.52
Cl -5.131 -11.337 -8.979 0.52
Cl -3.630 -9.393 -5.625 0.55
Cl 4.503 0.152 -1.219 0.53
Cl -2.621 -10.741 -10.313 0.52
Cl -4.164 3.955 -5.471 0.50
Cl -0.791 -4.997 -0.650 0.55
Cl -7.712 -0.981 -0.695 0.54
Cl 8.869 2.740 10.770 0.53
Cl 7.133 8.230 6.317 0.53
Cl -1.119 -8.796 -6.958 0.54
Cl -3.152 8.027 -5.428 0.52
Cl -3.430 -7.654 4.329 0.56
Cl 4.975 2.523 0.389 0.49
Cl 7.068 1.270 9.034 0.53
Cl -2.660 2.132 -7.159 0.52
Cl -4.482 6.620 -7.592 0.49
Cl -2.656 -7.807 7.121 0.52
Cl 4.058 3.534 2.830 0.49
Cl 8.100 6.489 4.206 0.52
Cl 0.160 -5.738 -3.293 0.53
Si -1.086 0.746 -3.064 0.26
O -3.183 -1.695 -3.213 -0.01
C -6.024 -0.504 -0.516 -1.56
C 5.194 1.776 -1.200 -1.51
C 8.385 7.081 5.844 -1.54
C -2.996 0.650 -2.918 -0.30
C -3.903 -10.103 -9.279 -1.57
C -4.267 2.738 -6.749 -1.55
C -0.733 3.531 1.691 -0.19
C -0.711 -0.315 2.450 -0.20
C 0.580 4.218 1.191 -0.19
C -0.469 2.263 2.585 -0.19
C -1.238 -5.224 -2.342 -1.53
C -3.586 -5.202 1.681 -0.12
C 11.229 0.083 4.994 -1.56
C 0.532 4.523 -0.342 -0.20
C 0.892 2.217 -1.530 -0.30
C -2.401 -8.158 -5.923 -1.54
C 4.748 5.161 2.830 -1.53
C -0.585 2.257 -2.007 -0.35
C -2.101 -3.083 2.100 -0.24
C 8.372 2.456 9.101 -1.56
C 1.445 3.626 -1.210 -0.23
C -0.359 1.007 1.680 -0.21
C -2.631 -1.977 3.039 -0.22
C -2.231 -0.526 2.595 -0.20
C -3.606 -0.660 -3.411 -0.93
C -3.476 8.005 -7.165 -1.54
C -3.755 -7.060 5.958 -1.53
C -2.482 -4.521 2.564 -0.26
H -2.706 -4.580 3.641 0.03
H -4.279 -5.716 2.358 0.03
H 9.339 7.592 5.859 0.01
H 0.712 0.902 1.421 0.10
H -1.314 2.273 -1.172 0.05
H -0.512 4.559 -0.696 0.10
H -1.963 -7.875 -4.973 -0.04
H 0.500 2.464 3.076 0.10
H -3.123 -5.994 1.069 0.04
H -4.079 -4.505 0.992 0.04
H 1.486 3.675 1.488 0.07
H -2.481 -2.853 1.092 0.08
H 10.653 0.809 5.554 -0.03
H -0.921 1.079 0.736 0.09
H -2.802 -0.292 1.683 0.08
H -4.013 8.909 -7.422 0.01
H -0.696 1.005 -4.455 -0.03
H 0.908 5.555 -0.475 0.10
H -0.202 -1.118 1.893 0.09
H -3.739 -1.978 3.019 0.10
H -4.856 1.911 -6.379 -0.07
H -2.323 -2.118 4.088 0.11
H 1.576 4.157 -2.172 0.11
H -0.212 -0.255 3.430 0.12
H -1.232 2.177 3.371 0.10
H 6.256 1.698 -1.396 0.01
H -1.313 3.196 0.814 0.08
H -3.464 -9.820 -8.328 -0.07
H -0.786 3.173 -2.595 0.09
H -1.371 4.230 2.253 0.10
H 1.482 1.782 -2.360 0.07
H -2.567 0.145 3.407 0.11
H 0.601 5.206 1.684 0.10
H 5.807 5.080 2.616 0.00
H -1.000 -3.030 2.135 0.09
H 0.996 1.520 -0.687 0.06
H -1.576 -5.139 2.427 0.09
H -5.625 -0.299 -1.501 -0.07
H -3.388 1.525 -3.459 0.05
H -1.584 -4.273 -2.732 -0.01
H -4.768 -7.335 6.224 0.01
H 2.437 3.507 -0.756 0.05
H -3.213 0.760 -1.838 0.09
H 8.004 3.389 8.693 -0.03
```

Total energy (eV): -506683.745
LUMO (eV): 0.0499
HOMO level (Ha): -0.35733
Net charge: 0
Orbital gap (eV): 9.77
ΔE to the lowest compared entry with this formula, charge and spin (kJ/mol): 4.4



Record 2
Computed, not measured: 10 unconnected molecules or ions with the total composition C28H44F12O32S6, with ωB97M-V/def2-TZVPD.

Structure (XYZ):
```
122
Properties=species:S:1:pos:R:3:lowdin_charge:R:1
S -14.220 5.443 -4.216 0.68
S -19.132 6.677 -2.415 0.64
S -21.231 11.646 -10.267 0.73
S -17.754 0.250 -2.602 0.69
S -18.720 6.765 -8.184 0.76
S -16.610 9.520 -13.259 0.71
F -17.233 4.147 -10.566 0.16
F -13.336 12.490 -10.199 0.17
F -13.611 1.557 -5.945 0.13
F -14.444 13.955 -11.302 0.21
F -15.943 2.411 -10.064 0.22
F -22.456 1.003 -5.083 0.20
F -15.553 2.318 -6.693 0.17
F -14.288 1.012 -7.864 0.16
F -21.054 1.932 -3.717 0.13
F -14.529 11.780 -11.782 0.13
F -21.969 3.127 -5.321 0.16
F -17.993 2.569 -9.304 0.16
O -21.720 12.789 -9.539 -0.21
O -14.239 4.041 -8.398 0.15
O -15.448 13.154 -8.713 0.15
O -20.054 0.362 -6.244 0.04
O -19.614 2.540 -6.439 0.12
O -16.415 0.632 -1.811 -0.21
O -18.804 1.563 -11.647 0.02
O -19.751 7.144 -1.198 -0.22
O -19.362 8.059 -7.863 -0.27
O -16.605 11.865 -10.153 0.04
O -20.215 11.810 -11.315 -0.24
O -16.885 2.337 -12.642 0.15
O -17.941 1.819 -3.217 -0.21
O -17.915 5.879 -2.385 -0.24
O -17.152 6.808 -7.583 -0.19
O -18.911 6.205 -9.514 -0.25
O -18.836 -0.087 -1.673 -0.24
O -13.056 5.373 -3.102 -0.20
O -15.685 8.437 -13.345 -0.22
O -17.387 -0.670 -3.626 -0.23
O -12.324 3.307 -7.204 0.02
O -15.122 6.526 -3.882 -0.23
O -16.180 10.915 -13.439 -0.25
O -17.435 9.344 -11.852 -0.21
O -22.509 11.071 -11.055 -0.21
O -13.139 6.021 -5.330 -0.24
O -17.898 9.223 -14.236 -0.19
O -20.150 5.963 -3.397 -0.21
O -19.065 5.508 -7.178 -0.21
O -18.956 7.884 -3.433 -0.18
O -21.187 10.244 -9.270 -0.22
O -14.753 4.162 -4.606 -0.22
C -22.038 9.156 -9.829 -0.12
C -21.509 1.905 -5.023 -0.51
C -15.880 1.934 -2.118 -0.12
C -11.843 6.056 -3.483 -0.14
C -14.296 2.057 -7.019 -0.53
C -12.153 6.891 -4.750 -0.12
C -18.758 8.823 -12.060 -0.16
C -18.844 -0.026 -6.881 -0.18
C -10.635 3.981 -8.854 -0.06
C -11.545 4.392 -7.669 -0.22
C -17.577 2.181 -11.658 -0.32
C -17.143 2.823 -10.306 -0.56
C -20.901 6.861 -4.228 -0.13
C -20.219 8.215 -3.993 -0.16
C -22.593 9.691 -11.169 -0.20
C -18.952 -0.189 -8.436 -0.05
C -17.701 11.560 -9.238 -0.16
C -13.617 3.273 -7.669 -0.32
C -19.119 8.978 -13.533 -0.16
C -20.324 1.643 -5.990 -0.32
C -16.874 5.833 -6.630 -0.20
C -20.589 0.810 -12.933 -0.08
C -15.576 12.614 -9.786 -0.39
C -19.140 0.819 -12.810 -0.26
C -17.354 10.510 -8.196 -0.06
C -17.961 4.815 -6.622 -0.17
C -14.477 12.743 -10.824 -0.57
C -17.128 2.749 -2.564 -0.20
H -15.231 1.785 -2.982 0.12
H -21.999 9.217 -11.952 0.12
H -18.334 4.560 -5.632 0.13
H -18.480 -0.990 -6.529 0.12
H -11.212 5.184 -3.662 0.13
H -21.523 8.198 -9.816 0.12
H -12.673 7.790 -4.417 0.13
H -18.622 1.129 -13.718 0.13
H -16.871 3.537 -3.270 0.11
H -17.176 9.484 -8.517 0.06
H -16.432 10.723 -7.651 0.08
H -18.101 10.486 -7.403 0.08
H -17.618 3.140 -1.672 0.13
H -11.354 6.616 -2.687 0.13
H -22.972 9.094 -9.271 0.12
H -11.182 3.551 -9.695 0.08
H -19.445 9.289 -11.356 0.10
H -15.847 5.565 -6.874 0.12
H -17.964 12.458 -8.679 0.13
H -10.808 4.575 -6.887 0.12
H -23.664 9.570 -11.324 0.14
H -18.588 7.769 -11.839 0.12
H -20.994 1.823 -12.965 0.09
H -19.388 -1.145 -8.729 0.07
H -12.093 5.277 -7.986 0.12
H -9.991 4.760 -9.259 0.08
H -18.567 11.240 -9.813 0.07
H -17.976 -0.194 -8.920 0.07
H -19.618 8.075 -13.887 0.13
H -21.080 0.338 -12.083 0.09
H -21.885 6.940 -3.766 0.13
H -18.767 -0.202 -12.708 0.13
H -20.845 8.739 -3.271 0.13
H -19.844 9.778 -13.688 0.12
H -20.880 6.406 -5.217 0.13
H -18.123 0.761 -6.659 0.11
H -15.419 2.344 -1.222 0.14
H -20.247 8.755 -4.939 0.13
H -17.688 3.987 -7.276 0.11
H -11.367 7.057 -5.482 0.14
H -20.898 0.383 -13.887 0.09
H -19.564 0.650 -8.766 0.07
H -10.021 3.117 -8.593 0.08
H -16.904 6.372 -5.682 0.12
```

Total energy (eV): -192882.392
LUMO (eV): -0.0736
HOMO level (Ha): -0.39423
Net charge: 0
Orbital gap (eV): 10.65
ΔE to the lowest compared entry with this formula, charge and spin (kJ/mol): 289.2



Record 3
Computed, not measured: 8 unconnected molecules or ions with the total composition C28H44N4O4, with ωB97M-V/def2-TZVPD.

Structure (XYZ):
```
80
Properties=species:S:1:pos:R:3:lowdin_charge:R:1
O -0.961 3.787 -5.408 -0.12
O -0.444 -3.797 -1.665 -0.12
O -0.982 1.128 4.888 -0.10
O 0.711 -1.327 5.628 -0.11
N -0.269 0.970 -4.780 0.04
N -1.379 0.971 1.927 0.02
N 1.949 2.796 -1.182 0.05
N 2.579 -2.827 0.803 0.07
C -1.502 -5.364 -0.289 -0.09
C 1.070 4.712 -2.995 -0.06
C 3.968 -2.146 3.109 -0.05
C -1.982 -0.120 1.366 -0.14
C -1.068 0.080 -2.724 -0.06
C -1.009 -1.213 -3.226 -0.04
C -2.252 1.205 5.532 -0.37
C -0.281 -4.492 -0.390 -0.29
C 2.684 -2.685 3.173 -0.05
C 1.996 3.760 -3.318 -0.10
C 2.424 2.805 -2.411 -0.15
C -0.197 -0.215 -5.296 -0.17
C -1.440 4.347 -7.724 -0.10
C -2.989 2.471 5.405 -0.12
C -0.456 -2.172 5.516 -0.34
C 2.038 -3.013 2.026 -0.15
C -0.755 1.129 -3.564 -0.14
C 4.526 -1.999 1.868 -0.06
C -0.559 4.597 -6.503 -0.33
C -0.564 -1.352 -4.576 -0.05
C 3.753 -2.325 0.749 -0.19
C 0.700 0.132 1.168 -0.06
C 1.088 3.707 -0.800 -0.18
C 0.059 -0.950 0.604 -0.12
C 0.621 4.676 -1.641 -0.06
C -1.291 -1.094 0.705 -0.10
C -0.154 -3.548 5.961 -0.10
C -0.036 1.097 1.819 -0.14
H 0.159 -0.410 -6.355 0.13
H -1.096 -4.050 5.956 0.07
H 2.413 3.631 -4.292 0.09
H 0.407 -3.948 -2.104 0.09
H -0.272 -3.724 0.354 0.05
H 0.626 -4.038 5.370 0.07
H -1.370 0.281 -1.699 0.09
H 0.663 -5.040 -0.306 0.12
H -0.722 5.650 -6.289 0.10
H 2.112 -2.771 4.060 0.07
H 0.316 2.024 2.228 0.11
H -0.110 5.416 -1.252 0.11
H -3.503 2.430 4.447 0.07
H -2.316 3.414 5.545 0.12
H -1.499 -6.131 -1.047 0.07
H -1.814 -1.898 0.149 0.12
H 4.470 -1.806 3.952 0.09
H -0.446 2.965 -5.312 0.03
H 0.320 -0.460 5.402 0.05
H 0.532 4.364 -6.667 0.13
H -1.303 -1.645 5.976 0.11
H -1.230 -2.123 -2.659 0.08
H -2.531 4.318 -7.615 0.08
H 0.685 -1.570 -0.085 0.11
H 0.358 -3.552 6.948 0.09
H -0.844 2.163 -3.186 0.12
H -1.269 0.918 3.966 0.05
H 5.501 -1.476 1.695 0.12
H 4.218 -2.166 -0.186 0.09
H 1.042 -3.317 2.126 0.08
H 0.823 3.650 0.217 0.08
H 1.763 0.269 0.904 0.12
H -1.094 4.989 -8.521 0.06
H -2.913 0.452 5.140 0.10
H -0.708 -2.173 4.412 0.12
H -1.749 -5.957 0.602 0.08
H -1.079 3.405 -8.125 0.06
H -2.116 1.104 6.668 0.14
H 0.668 5.513 -3.665 0.12
H -0.585 -2.317 -5.009 0.08
H -3.101 0.065 1.498 0.13
H -3.774 2.521 6.178 0.08
H -2.359 -4.726 -0.528 0.08
H 3.133 2.023 -2.647 0.11
```

Total energy (eV): -43896.589
LUMO (eV): 0.5565
HOMO level (Ha): -0.34894
Net charge: 0
Orbital gap (eV): 10.05
ΔE to the lowest compared entry with this formula, charge and spin (kJ/mol): 0.0



Record 4
Computed, not measured: a molecular structure, C28H45BiCl2OP, with ωB97M-V/def2-TZVPD.

Structure (XYZ):
```
78
Properties=species:S:1:pos:R:3:lowdin_charge:R:1
Bi 2.928 -0.116 1.405 0.89
Cl 2.583 -2.040 0.145 -0.25
Cl 2.330 2.109 1.684 -0.23
P -0.545 0.344 -1.375 1.12
O 4.854 -0.194 2.355 -0.36
C -1.603 -1.740 0.230 -0.22
C -1.633 -1.183 -1.205 -0.45
C 0.291 1.831 -3.580 -0.23
C -0.127 -1.753 5.737 -0.18
C 0.765 -0.507 3.871 -0.11
C 2.048 -1.082 4.081 -0.45
C 6.554 0.981 3.304 -0.02
C 1.134 0.816 -5.742 -0.22
C 0.438 2.020 -5.097 -0.21
C -3.786 3.555 0.109 -0.21
C -3.324 3.622 -1.351 -0.20
C 3.108 -0.873 3.365 -0.36
C -0.296 -0.844 4.688 -0.14
C 5.914 -0.299 3.002 -0.48
C -0.456 0.532 -3.235 -0.49
C -1.591 1.842 -0.905 -0.46
C -3.068 -1.140 -1.737 -0.21
C -2.245 -3.136 0.286 -0.20
C 1.135 -2.319 5.963 -0.15
C -2.065 1.751 0.553 -0.22
C 0.248 -0.670 -3.886 -0.22
C 6.537 -1.618 3.256 -0.01
C 0.397 -0.485 -5.404 -0.21
C -2.650 3.090 1.028 -0.20
C -2.745 2.277 -1.819 -0.21
C -3.709 -2.538 -1.691 -0.21
C 2.202 -1.990 5.157 -0.09
C -3.674 -3.116 -0.271 -0.21
H -1.271 -0.387 4.519 0.09
H -3.097 -0.745 -2.760 0.10
H -2.842 0.977 0.631 0.10
H -0.965 -2.012 6.378 0.06
H -1.074 -1.906 -1.824 0.09
H 6.667 -2.180 2.307 0.11
H 7.548 -1.476 3.700 0.08
H -0.832 2.648 -0.940 0.11
H -4.164 4.531 0.435 0.10
H 3.187 -2.427 5.321 0.09
H -2.243 -3.509 1.316 0.11
H -3.006 2.999 2.060 0.11
H -1.481 0.595 -3.648 0.10
H -0.302 -1.597 -3.685 0.10
H -2.550 4.397 -1.451 0.11
H -1.636 -3.832 -0.308 0.11
H -2.152 -1.066 0.902 0.10
H -0.603 -0.462 -5.860 0.11
H -3.157 -3.205 -2.369 0.11
H -4.741 -2.492 -2.060 0.10
H 0.994 2.941 -5.305 0.10
H -3.540 1.518 -1.800 0.10
H 5.966 -2.248 3.964 0.09
H 0.924 -1.345 -5.832 0.10
H -1.852 3.846 1.030 0.12
H 1.271 -3.023 6.785 0.08
H -2.414 2.360 -2.861 0.09
H -4.624 2.848 0.188 0.11
H 6.705 1.565 2.374 0.10
H 1.198 0.948 -6.827 0.10
H -0.560 2.142 -5.541 0.11
H 1.243 -0.786 -3.429 0.12
H 7.546 0.817 3.768 0.08
H -1.237 1.441 1.205 0.10
H 2.165 0.754 -5.366 0.11
H -0.568 -1.779 0.594 0.08
H -0.222 2.699 -3.147 0.09
H 4.125 -1.119 3.647 0.02
H -4.100 -4.126 -0.261 0.10
H 1.289 1.792 -3.117 0.12
H -3.666 -0.459 -1.113 0.10
H -4.156 3.919 -2.002 0.10
H 5.941 1.585 4.004 0.11
H -4.306 -2.498 0.382 0.11
H 0.645 0.234 3.078 0.04
```

Total energy (eV): -71985.841
LUMO (spin up / spin down) (eV): 2.6282 / 2.6282
HOMO level (spin up / spin down) (Ha): -0.07844 / -0.07846
Net charge: -1
Orbital gap (spin up / spin down) (eV): 4.76 / 4.76



Record 5
Computed, not measured: C28H45BrN2O4P2S in the gas phase, with ωB97M-V/def2-TZVPD.

Structure (XYZ):
```
83
Properties=species:S:1:pos:R:3:lowdin_charge:R:1
Br 1.518 1.042 -1.483 0.88
S -2.872 -5.402 0.793 0.14
P -1.825 -4.136 1.826 0.41
P -4.033 2.809 -0.942 0.93
O -3.920 2.009 2.012 0.02
O -3.516 4.365 -0.666 -0.31
O 0.857 -3.385 0.601 -0.08
O 0.800 2.881 2.623 -0.19
N -2.393 -1.722 0.785 0.16
N 0.310 -1.300 -0.173 0.20
C 3.178 -5.980 0.967 -0.39
C 1.340 1.583 2.404 -0.09
C 1.878 5.822 -1.482 -0.21
C -1.407 -2.572 0.913 -0.35
C -0.062 -2.392 0.425 -0.34
C -0.166 3.134 -3.239 -0.21
C 0.882 -4.314 -0.520 -0.11
C 1.865 4.872 -0.252 -0.21
C -4.366 0.201 0.438 -0.14
C 2.138 -6.545 -0.048 -0.17
C -4.506 0.976 1.778 -0.23
C 0.732 5.154 0.776 -0.20
C -0.677 -0.368 -0.339 -0.24
C -2.617 1.594 -0.758 -0.22
C -1.266 1.844 -1.229 -0.19
C 4.036 -7.203 1.430 -0.10
C 1.253 5.255 2.244 -0.17
C -0.119 -6.618 -1.107 -0.10
C 1.787 3.886 2.732 -0.25
C 2.570 -5.351 2.251 -0.07
C 0.772 -5.803 -0.117 -0.36
C -2.954 0.431 -0.103 -0.17
C -4.552 2.788 -2.739 -0.24
C -0.339 0.857 -0.988 -0.48
C -1.983 -0.604 0.116 -0.15
C 1.146 3.984 -3.200 -0.22
C 0.937 5.423 -2.644 -0.20
C -0.965 3.184 -1.909 -0.15
H -4.408 1.751 -3.073 0.04
H 2.439 1.573 2.456 0.09
H -0.986 -6.030 -1.442 0.04
H 1.911 -7.586 0.245 0.12
H -3.189 4.479 0.236 0.06
H 0.170 6.080 0.585 0.11
H -0.734 3.537 -4.094 0.11
H -5.627 3.014 -2.735 0.03
H 0.062 4.277 0.789 0.09
H -0.094 5.640 -2.319 0.11
H 4.370 -7.809 0.575 0.08
H 1.598 6.824 -1.106 0.11
H -5.137 0.513 -0.279 0.09
H 2.091 3.995 3.792 0.12
H 1.585 -5.746 2.523 0.07
H 2.690 3.672 2.132 0.11
H 3.865 -5.303 0.437 0.13
H 3.264 -5.588 3.078 0.07
H 1.497 4.065 -4.243 0.11
H 1.141 6.136 -3.464 0.10
H 1.029 1.168 1.430 0.04
H 1.834 -4.183 -1.058 0.14
H 0.347 5.449 2.848 0.11
H -1.945 3.612 -2.161 0.07
H -0.636 -4.641 2.393 -0.02
H 3.371 -7.841 2.040 0.08
H 2.932 5.929 -1.798 0.11
H 4.861 -6.889 2.086 0.07
H 1.939 3.503 -2.619 0.04
H -2.604 -3.685 2.925 -0.02
H -0.543 -7.506 -0.615 0.08
H -4.562 -0.853 0.670 0.10
H 0.908 0.907 3.164 0.09
H -0.535 3.849 -1.147 0.09
H -4.011 3.521 -3.353 0.04
H 1.902 3.811 -0.545 0.06
H 2.549 -6.584 -1.072 0.12
H 0.469 -6.913 -1.991 0.08
H 0.109 2.105 -3.507 0.07
H 2.592 -4.255 2.172 0.07
H -5.153 0.534 2.575 0.13
H 0.294 -5.939 0.864 0.09
H 0.061 -4.091 -1.220 0.13
H 2.001 6.051 2.368 0.12
H 2.820 5.047 0.281 0.11
```

Total energy (eV): -140389.923
LUMO (eV): -0.9850
HOMO level (Ha): -0.29293
Net charge: 0
Orbital gap (eV): 6.99